*A*
A single C3H6OS2 molecule, computed with ωB97M-V/def2-TZVPD.

The lowest unoccupied orbital energy comes out at 0.71 eV. Its SMILES is O=CCCSS.

Each line ends with the natural charge from an NBO analysis.
CARTESIAN COORDINATES (ANGSTROEM)
S: 0.97906 0.56264 1.50464  -0.143
S: 0.09964 -1.17376 1.03288  0.109
O: 0.34115 1.51252 -1.60746  -0.534
C: -1.34693 -0.16190 -1.22094  -0.520
C: -0.37566 -1.22281 -0.69531  -0.561
C: -0.82356 1.24876 -1.45178  0.456
H: 1.79614 0.86958 0.48977  0.147
H: -2.27021 -0.07082 -0.63302  0.225
H: 0.48069 -1.26389 -1.35962  0.230
H: -1.65546 -0.41288 -2.22777  0.237
H: -1.63120 1.96948 -1.66646  0.110
H: -0.89083 -2.16797 -0.89703  0.244

***

*B*
A single C3H6OS2 molecule, computed with ωB97M-V/def2-TZVPD.

The lowest unoccupied orbital energy comes out at 0.66 eV. Its SMILES is CSC(=O)CS.

Each line ends with the natural charge from an NBO analysis.
CARTESIAN COORDINATES (ANGSTROEM)
S: -2.91033 -0.69122 -0.74873  0.023
S: 0.77376 0.72551 1.12887  0.150
O: 0.05889 0.41379 -1.35987  -0.542
C: 2.28091 0.34584 0.18980  -0.784
C: -0.35175 0.32651 -0.22543  0.439
C: -1.70536 -0.15673 0.43550  -0.674
H: -2.05413 0.87815 0.85721  0.267
H: 2.87499 1.24573 -0.03472  0.240
H: -2.21427 -1.70718 -1.19745  0.117
H: 2.68207 -0.56708 0.63514  0.233
H: -1.53590 -0.95635 1.23347  0.264
H: 2.10111 0.14302 -0.91379  0.268

***

How far above the most stable structure does each one sit? In kJ/mol: *A* 0.0; *B* 26.1.

***

*A*
A single C4H7NO3 molecule, computed with ωB97M-V/def2-TZVPD.

The lowest unoccupied orbital energy comes out at 0.31 eV. Its SMILES is C[C@H](N)C(=O)C(=O)O.

Each line ends with the natural charge from an NBO analysis.
CARTESIAN COORDINATES (ANGSTROEM)
O: -0.30480 -1.23059 -1.40917  -0.527
O: 0.15336 -1.78457 1.91491  -0.522
O: 1.53124 -2.51454 0.25714  -0.681
N: 0.61854 1.40320 -1.13458  -0.826
C: -1.19772 1.02735 0.58027  -0.617
C: 0.11094 -0.81642 -0.35177  0.497
C: 0.19205 0.64662 0.02560  -0.146
C: 0.48077 -1.80050 0.77183  0.710
H: 0.93852 0.77117 0.81817  0.210
H: -1.96146 0.85975 -0.17670  0.214
H: 0.04707 1.15562 -1.93859  0.370
H: -1.20033 2.07669 0.86510  0.217
H: 1.50138 -2.61721 -0.70747  0.508
H: 0.52090 2.39812 -0.97090  0.363
H: -1.43048 0.42532 1.45616  0.231

***

*B*
2 unconnected molecules or ions with the total composition C4H7NO3, computed with ωB97M-V/def2-TZVPD.

The lowest unoccupied orbital energy comes out at 0.27 eV.

Each line ends with the natural charge from an NBO analysis.
CARTESIAN COORDINATES (ANGSTROEM)
O: -3.56284 0.75443 0.93766  -0.536
O: -4.44128 -0.72366 -0.52843  -0.507
O: -1.21106 -2.09057 0.01856  -0.734
N: -0.28939 1.45120 -1.00791  -0.805
C: -1.02724 0.03556 -1.05965  -0.340
C: 0.57038 -0.67161 0.89612  -0.702
C: -0.56128 -0.79605 -0.07973  0.133
C: -4.00036 0.01179 0.20444  1.040
H: -0.00743 1.70868 -2.04630  0.440
H: -0.90690 2.09346 -0.44330  0.447
H: 0.45680 0.34712 1.46615  0.204
H: 0.55932 -1.42332 1.67683  0.251
H: -1.60752 -2.38127 -0.75528  0.483
H: 1.51522 -0.82876 0.44097  0.219
H: 0.72567 1.23710 -0.62764  0.409

***

How far above the most stable structure does each one sit? In kJ/mol: *A* 0.0; *B* 296.3.